56
Properties=species:S:1:pos:R:3:forces:R:3 method="wB97M-V/def2-TZVPD" max_force_ev_per_a=1.351 gap_ev=10.22 e_lumo_ha=0.00737 smiles=BrCCBr.BrCCBr.BrCCBr.BrCCBr.BrCCBr.BrCCBr.BrCCBr
Br 4.733665 2.428149 -3.688429 0.1 0.1 0.0
C 2.939772 2.275515 -2.957216 0.3 -0.2 0.1
C 2.000805 2.060761 -4.103202 -0.1 -0.1 0.2
Br 0.215153 1.738314 -3.395604 0.0 0.0 -0.1
H 2.743987 3.189238 -2.408049 -0.1 0.1 0.0
H 2.950496 1.417389 -2.292638 0.0 0.0 0.1
H 2.280102 1.168744 -4.649287 -0.1 0.0 -0.2
H 1.942849 2.943996 -4.726409 0.0 -0.1 -0.2
Br 5.291797 6.767948 -6.605745 0.2 -0.1 -0.2
C 3.515863 6.794006 -5.866094 -0.2 0.2 0.4
C 2.686362 7.943262 -6.364443 -0.2 0.2 -0.4
Br 3.345992 9.668767 -5.757937 0.0 -0.1 0.0
H 3.659346 6.864088 -4.791783 -0.1 -0.1 0.0
H 3.013436 5.862015 -6.114812 0.2 -0.1 -0.1
H 1.656852 7.886701 -6.018538 0.0 -0.1 0.2
H 2.662531 7.975598 -7.451750 0.1 0.1 0.0
Br -2.922056 1.617848 -1.816302 0.0 -0.1 0.0
C -1.611141 1.657129 -0.378954 0.0 0.4 -0.2
C -2.248768 1.916267 0.954016 -0.2 -0.5 -0.1
Br -3.324504 0.397600 1.533889 0.0 0.0 0.1
H -0.983563 2.511123 -0.632135 0.1 -0.3 0.1
H -1.036613 0.739527 -0.414815 0.0 -0.1 0.0
H -2.922808 2.764022 0.922451 0.1 0.0 0.1
H -1.485667 2.031552 1.718746 0.0 0.1 0.0
Br -4.610821 3.778399 2.694241 0.0 -0.4 0.2
C -5.302276 5.560713 2.633511 -0.5 0.6 0.1
C -4.355051 6.449046 1.886690 0.0 0.4 -0.2
Br -5.210650 8.183691 1.632706 0.0 0.1 0.0
H -5.469383 5.915464 3.646350 0.2 -0.1 0.1
H -6.272536 5.539031 2.146404 0.0 -0.2 -0.1
H -4.141495 6.088587 0.887763 0.0 -0.1 0.0
H -3.427516 6.653804 2.408395 0.0 -0.2 0.1
Br -1.852247 4.992283 -0.342914 0.0 0.5 0.0
C -0.193817 5.442654 -1.248967 0.6 -0.2 0.8
C -0.376114 5.269422 -2.709714 -1.2 -0.4 -0.6
Br 1.278587 5.550985 -3.657190 0.1 0.1 0.0
H 0.521952 4.713205 -0.875096 0.0 0.0 0.0
H 0.139575 6.416696 -0.905899 -0.3 0.2 -0.2
H -1.167204 5.883252 -3.136520 0.3 0.4 0.0
H -0.711414 4.253642 -2.913100 0.4 -0.1 0.0
Br 0.098705 13.161376 -4.322725 0.0 0.1 0.0
C 0.080161 11.227328 -4.430340 0.3 -0.2 0.1
C -0.949001 10.685934 -3.478724 -0.3 0.1 -0.3
Br -0.957731 8.739461 -3.636588 0.1 0.1 0.1
H 1.080357 10.883665 -4.179428 0.0 0.1 0.0
H -0.123691 10.936665 -5.455502 -0.1 0.1 -0.1
H -1.947029 11.007302 -3.759026 0.0 0.0 0.1
H -0.757054 10.962203 -2.448741 0.1 -0.2 0.1
Br 1.162389 3.162620 1.417120 0.0 0.1 0.0
C 3.057130 3.153238 0.987596 0.1 0.2 0.2
C 3.606917 1.777519 1.183516 1.1 -0.3 -0.5
Br 5.405482 1.760201 0.365751 -0.1 0.0 0.0
H 3.521917 3.875229 1.650253 0.0 0.0 0.0
H 3.209170 3.474910 -0.037603 -0.3 0.0 -0.1
H 3.075184 1.016838 0.626565 -0.2 0.0 0.2
H 3.821087 1.485019 2.201529 -0.5 0.0 0.2



41
Properties=species:S:1:pos:R:3:forces:R:3 method="wB97M-V/def2-TZVPD" max_force_ev_per_a=1.626 gap_ev="5.64 / 5.93" spin_multiplicity=3 e_lumo_ha="-0.09806 / -0.21661" charge=+1
Pt -0.009422 -0.211759 -0.086504 -1.0 0.9 0.9
P 1.842712 0.167800 1.196277 1.1 0.1 -1.1
C 3.157175 -0.320952 -0.003395 0.2 0.1 0.5
C 2.663305 -1.292238 -1.053411 -0.5 -0.3 -0.8
N 1.329142 -1.323315 -1.310590 0.8 -0.5 -0.4
C 0.810823 -1.984221 -2.364200 0.8 -0.5 -0.1
C 1.634066 -2.823650 -3.118360 0.0 0.4 0.1
C 3.005566 -2.862999 -2.852663 -0.1 0.0 0.1
C 3.525974 -2.058487 -1.844000 0.0 0.2 0.7
C -0.670182 -1.827349 -2.663498 -0.3 -0.2 0.1
P -1.320911 -0.277657 -1.913237 0.8 -0.1 -0.9
H 4.583491 -2.035422 -1.566792 -0.3 -0.1 -0.4
H 1.179340 -3.423323 -3.896894 0.2 0.0 -0.1
H 3.668754 -3.520854 -3.421722 -0.3 0.3 0.2
H -0.881243 -1.825532 -3.742879 0.2 -0.2 0.2
H -1.221672 -2.665881 -2.209056 0.1 0.2 -0.1
H 3.372633 0.638113 -0.519512 0.0 -0.5 0.0
H 4.104632 -0.642971 0.469566 -0.5 0.0 -0.2
H 2.785079 2.383263 -1.772154 -0.1 0.1 -0.1
O 3.507782 1.854294 -2.151597 -0.1 -0.1 0.1
H 4.317687 2.268444 -1.846667 0.2 0.2 -0.1
H 0.597608 2.156366 -1.067522 0.2 0.4 0.1
O 1.106258 2.990117 -1.189005 -0.6 -0.2 -0.6
H 0.688848 3.436413 -1.953100 0.3 -0.2 0.6
C -1.003067 0.951055 -3.205506 -0.4 0.0 -0.3
H -1.484987 0.610089 -4.133744 0.2 0.3 0.1
H -1.444967 1.900564 -2.879086 0.1 -0.1 -0.2
H 0.076638 1.089615 -3.357519 -0.3 -0.2 0.0
C -3.104009 -0.411956 -1.720648 -0.3 -0.1 -0.3
H -3.471792 0.565875 -1.387040 0.0 -0.2 -0.1
H -3.563807 -0.671829 -2.685914 0.0 0.1 0.3
H -3.348225 -1.162900 -0.958665 0.1 0.2 -0.2
C 1.850247 -0.936528 2.608638 0.2 0.2 0.2
H 2.838679 -0.902997 3.087607 -0.3 -0.2 0.1
H 1.067327 -0.547701 3.274400 0.3 -0.4 0.0
H 1.594258 -1.946771 2.262501 0.1 0.3 0.3
C 2.272971 1.823262 1.778484 0.4 -0.1 0.2
H 1.576054 2.046692 2.596694 0.3 0.2 -0.2
H 3.311472 1.798714 2.148007 -0.4 0.3 0.0
H 2.161654 2.563271 0.969994 0.0 -0.3 0.4
I -1.473648 0.980469 1.568104 -1.0 0.3 1.1



14
Properties=species:S:1:pos:R:3:forces:R:3 method="wB97M-V/def2-TZVPD" max_force_ev_per_a=2.272 gap_ev=9.97 e_lumo_ha=0.03642 smiles=CC.CS
C 1.034842 -1.282625 0.211626 -1.9 0.0 1.3
S -0.688440 -1.953726 0.089760 0.3 -0.2 -0.4
H -1.362977 -0.862259 0.476495 0.2 0.0 0.0
H 1.689351 -2.141920 0.211020 0.3 0.2 -0.5
H 1.014288 -0.869566 1.208563 0.6 0.1 0.4
H 1.175979 -0.447830 -0.446618 0.5 -0.2 -0.8
C -0.591422 2.074760 -0.098877 0.3 0.7 0.5
C 0.816194 2.670761 -0.265962 -0.5 -0.7 -0.2
H -0.621202 1.395295 0.754238 0.0 -0.6 -0.5
H -1.345277 2.812544 0.181282 0.1 0.3 -0.2
H -0.885229 1.666805 -1.061593 -0.3 -0.5 0.2
H 1.431616 1.932343 -0.766199 0.2 -0.1 -0.3
H 1.334356 2.857164 0.666955 -0.2 0.5 0.2
H 0.747369 3.528952 -0.924177 0.3 0.4 0.2



130
Properties=species:S:1:pos:R:3:forces:R:3 method="wB97M-V/def2-TZVPD" max_force_ev_per_a=1.696 gap_ev="5.97 / 5.57" spin_multiplicity=2 e_lumo_ha="0.08143 / 0.06367" charge=-1
Ca 1.005194 0.859589 0.527636 -0.4 0.6 0.7
C -2.609000 3.874473 3.724946 0.0 0.0 0.0
N -2.311468 2.458472 3.882288 0.0 0.0 0.0
C -3.381094 1.640046 4.424238 0.1 -0.1 -0.2
C -1.260080 1.939829 3.193948 0.2 0.1 0.1
O -0.359623 2.627480 2.742691 -0.1 -0.1 -0.2
C -1.283240 0.430812 2.971358 -0.1 -0.2 -0.1
O -0.098699 -0.103350 2.411775 -0.3 0.4 0.7
C 0.864744 -0.604087 3.312126 0.1 -0.2 -0.1
C 2.157366 0.203899 3.227920 0.1 -0.1 0.5
O 2.190522 1.270130 2.639900 -0.1 0.1 0.2
N 3.236243 -0.301814 3.876268 0.1 0.1 -0.2
C 3.282668 -1.574101 4.563534 -0.1 0.0 0.0
C 4.520910 0.362938 3.714650 -0.1 0.1 0.0
H -2.841900 4.323393 4.693275 0.0 0.0 0.0
H -1.744621 4.365554 3.292405 0.0 0.0 0.0
H -3.457891 4.003369 3.048123 0.0 0.0 0.0
H -4.000368 2.273602 5.056016 0.0 0.0 0.0
H -4.009757 1.215020 3.637030 -0.1 0.0 0.0
H -2.979726 0.833924 5.039876 -0.1 0.0 0.0
H -1.542048 -0.114298 3.882731 0.0 0.0 0.0
H -2.074358 0.266066 2.232061 0.0 -0.1 0.0
H 0.486986 -0.606139 4.339945 0.0 0.0 0.0
H 1.074898 -1.630970 3.003465 -0.1 0.0 0.1
H 2.287143 -1.977434 4.728169 0.0 0.0 0.0
H 3.862650 -2.298485 3.984314 0.0 0.0 0.0
H 3.764467 -1.438095 5.535232 0.0 0.0 0.0
H 4.440480 1.075594 2.897727 0.0 0.0 0.0
H 4.805989 0.881502 4.636012 0.0 0.0 0.0
H 5.283651 -0.376731 3.463654 0.0 0.0 0.0
Se -1.580054 4.299209 -1.013580 -0.1 -0.1 0.1
P -3.570056 3.533349 -0.796926 0.0 0.1 0.0
Se -4.002417 1.962583 0.593000 0.1 -0.2 0.2
C -4.636751 4.986884 -0.399515 0.1 -0.1 0.0
C -5.465069 4.996700 0.714362 -0.1 0.0 0.0
C -6.143019 6.154536 1.076246 0.0 0.0 0.0
C -6.001578 7.308842 0.323261 -0.1 0.0 0.0
C -5.185120 7.301652 -0.800469 0.0 0.0 -0.1
C -4.502162 6.150366 -1.155200 -0.1 0.0 0.0
C -4.125365 2.964674 -2.460107 0.1 0.0 0.1
C -4.850285 1.788522 -2.612649 -0.1 0.0 -0.1
C -5.162586 1.315978 -3.880887 0.0 0.0 0.0
C -4.757155 2.018487 -5.005330 0.0 -0.1 -0.1
C -4.034720 3.194133 -4.859525 0.0 0.1 0.0
C -3.713223 3.661055 -3.594091 -0.1 0.0 0.0
H -5.571302 4.093868 1.302700 0.0 0.0 0.0
H -6.778072 6.154027 1.954259 0.0 0.0 0.0
H -6.519951 8.214692 0.614586 0.0 0.0 0.0
H -5.064464 8.203156 -1.389155 0.0 0.0 0.0
H -3.827835 6.155983 -2.001007 0.0 0.0 0.0
H -5.155120 1.231598 -1.737106 0.0 0.0 0.1
H -5.712774 0.388488 -3.984241 0.0 0.0 0.0
H -4.998461 1.647333 -5.994379 0.0 0.0 0.0
H -3.700884 3.739934 -5.733775 0.0 0.0 0.0
H -3.106756 4.549978 -3.478117 0.0 0.0 0.0
C 4.079610 0.374645 -3.199109 -0.1 0.0 0.1
N 3.965277 1.706525 -2.633694 0.1 0.0 0.0
C 5.232885 2.393888 -2.460334 -0.1 0.0 0.1
C 2.914429 1.956286 -1.764132 0.0 0.0 -0.5
N 1.842652 1.272969 -1.677015 -0.1 0.0 -0.4
N 3.059095 3.154503 -1.067261 0.1 0.0 0.2
C 2.217592 3.614357 -0.060090 -0.1 0.4 -0.1
N 2.697423 4.790542 0.506012 0.1 -0.1 0.0
N 1.148346 3.033897 0.280971 0.3 1.6 0.1
H 4.726510 0.420582 -4.074515 0.0 0.0 0.0
H 3.110606 0.011101 -3.535300 0.0 0.0 0.0
H 4.492306 -0.342110 -2.480235 0.0 0.0 0.0
H 5.922586 2.044403 -3.224523 0.0 0.0 0.0
H 5.683589 2.199031 -1.478410 0.0 0.0 0.0
H 5.112593 3.469606 -2.605108 0.1 0.0 0.0
H 1.840769 0.435602 -2.246213 0.2 0.0 0.0
H 4.008254 3.452019 -0.928299 0.0 -0.1 0.0
H 3.199052 5.416073 -0.102582 -0.1 0.0 -0.1
H 2.030939 5.250364 1.103581 0.0 0.0 0.0
H 0.636419 3.515424 1.015810 0.0 0.1 -0.1
C -3.470853 -7.850204 0.539403 0.0 0.1 0.0
C -2.548948 -6.660058 0.457813 0.0 0.0 0.0
C -1.300038 -6.759354 -0.139353 0.0 0.0 0.0
C -0.439720 -5.667122 -0.222670 0.1 0.0 0.0
C 0.875751 -5.872418 -0.936026 -0.1 0.0 0.0
C -0.800976 -4.416228 0.314505 0.0 0.0 -0.1
Te 0.760682 -2.717799 0.497345 0.3 -1.6 0.4
N 2.193229 -0.930522 0.505701 0.9 -1.2 -0.2
C 3.418519 -0.509744 0.572117 -0.1 -0.4 -0.2
O 3.760546 0.718963 0.463949 0.3 0.1 -0.1
C 4.574807 -1.488820 0.766115 0.2 0.2 -0.1
C 5.866768 -1.077357 0.438287 0.0 0.0 0.0
C 6.947693 -1.936954 0.562832 0.0 0.0 0.0
C 6.754131 -3.227908 1.037623 0.0 0.0 0.0
C 5.476025 -3.640939 1.389066 0.1 0.0 0.1
C 4.395587 -2.779696 1.250658 -0.1 0.0 0.0
C 0.387011 -2.426654 -1.525074 -0.1 0.0 -0.2
C -1.061979 -2.045478 -1.823040 0.5 0.0 0.0
C -1.449579 -2.335235 -3.230078 -0.1 0.0 0.0
C -0.505341 -2.430600 -4.194244 -0.1 0.0 -0.1
C 0.877384 -2.403811 -3.886161 -0.1 0.0 0.1
C 1.309483 -2.488601 -2.548264 0.1 -0.1 0.2
C 2.757535 -2.784084 -2.256417 0.0 0.1 -0.1
C -2.074687 -4.324377 0.902123 0.1 0.2 0.0
C -2.592028 -3.018887 1.472426 0.0 -0.1 0.0
C -2.925889 -5.426628 0.965321 0.0 -0.1 0.0
H -2.969377 -8.751429 0.185841 0.0 0.0 0.0
H -4.362715 -7.696634 -0.072802 0.0 0.0 0.0
H -3.799496 -8.019656 1.566731 0.0 0.0 0.0
H -0.986256 -7.714971 -0.551913 0.0 0.0 0.0
H 1.120622 -6.934236 -1.006915 0.0 0.0 0.0
H 1.680380 -5.352178 -0.418518 0.1 0.0 0.0
H 0.821744 -5.463885 -1.949504 0.1 0.0 0.0
H 5.992398 -0.057973 0.095623 0.0 0.0 0.0
H 7.942542 -1.597747 0.295988 0.0 0.0 0.0
H 7.594220 -3.906291 1.130091 0.0 0.0 0.0
H 5.322235 -4.642589 1.774398 0.0 0.0 0.0
H 3.397883 -3.112048 1.509280 0.0 0.0 0.0
H -1.728366 -2.522592 -1.101041 0.0 0.1 0.0
H -2.498162 -2.482963 -3.457461 0.0 0.1 -0.1
H -0.801883 -2.574244 -5.227773 0.0 0.0 0.0
H 1.603669 -2.502793 -4.683762 0.0 0.0 0.0
H 3.358570 -2.753411 -3.167943 0.0 0.0 0.0
H 2.857495 -3.775777 -1.811830 0.0 0.0 0.0
H 3.151273 -2.070946 -1.534497 0.1 0.0 0.0
H -1.837073 -2.236237 1.413767 0.0 0.0 0.0
H -2.890479 -3.141841 2.517277 0.0 0.0 0.0
H -3.473522 -2.681115 0.919507 0.0 0.0 0.0
H -3.907316 -5.314920 1.421663 0.0 0.0 0.0
C -1.001806 0.450907 -2.584613 -0.1 0.1 0.2
C -0.957444 -0.546080 -1.468672 -0.2 0.2 -0.3
O -0.759252 -0.218062 -0.311195 -1.1 -0.1 -0.7
H -2.040758 0.503017 -2.929055 0.0 0.0 0.0
H -0.398107 0.121456 -3.428633 0.0 0.0 0.0
H -0.681955 1.429793 -2.233193 -0.1 0.0 0.0



E
In order: -995568.3254 -47285.8246 -14107.8780 -239712.0152
Unit: eV
ΔE to the lowest compared entry with this formula, charge and spin
In order: 5.1 0.0 10.6 53.0
Unit: kcal per mole